Entry 1:
77
Properties=species:S:1:pos:R:3 method="wB97M-V/def2-TZVPD" lumo_ev=-2.3 total_charge=0 max_force_ev_per_a=4.0 homo_energy_ev=-4.7
C 4.2488 0.9458 5.0146
O 3.4763 1.7092 4.0608
C 2.3242 2.2842 4.4648
C 1.7854 2.2461 5.7658
C 0.5945 2.9290 6.0239
C -0.0876 3.6282 5.0317
C 0.4536 3.6655 3.7317
O -0.0799 4.3053 2.6674
C -1.3544 4.9702 2.8190
C 1.6447 2.9896 3.4734
N 2.2197 3.1004 2.1706
C 2.6239 2.0777 1.3693
C 2.1323 0.7199 1.5475
C 2.7713 -0.3291 0.7669
C 2.0941 -1.4182 0.3209
C 2.7490 -2.4229 -0.4881
C 2.0191 -3.5814 -0.8475
C 2.5365 -4.4978 -1.7624
C 3.8128 -4.2928 -2.3076
C 4.5837 -3.1944 -1.9078
C 4.0678 -2.2755 -0.9874
O 1.1730 0.5055 2.3238
N 3.0874 2.6378 0.2241
C 3.5614 1.9402 -0.9545
C 3.0552 4.0248 0.3501
C 2.5135 4.3077 1.5480
H 5.1184 0.5985 4.4604
H 4.5661 1.5674 5.8615
H 3.6662 0.0916 5.3779
H 2.3072 1.6938 6.5491
H 0.1923 2.9235 7.0373
H -1.0220 4.1506 5.2374
H -1.5694 5.3839 1.8350
H -2.1337 4.2546 3.1098
H -1.2890 5.7747 3.5625
H 3.8251 -0.1628 0.5742
H 1.0670 -1.6042 0.6345
H 1.0494 -3.7355 -0.3823
H 1.9467 -5.3728 -2.0310
H 4.2057 -4.9934 -3.0464
H 5.5934 -3.0599 -2.2982
H 4.7041 -1.4546 -0.6498
H 3.6236 2.6458 -1.7936
H 4.5642 1.5141 -0.7940
H 2.8771 1.1298 -1.2404
H 3.3782 4.6812 -0.4359
H 2.2666 5.2414 2.0074
F -7.5596 1.8953 0.6712
C -6.2691 2.2512 0.3979
F -6.3185 3.4902 -0.1861
F -5.6442 2.4262 1.6101
C -5.5520 1.2451 -0.4455
C -4.5610 1.7055 -1.3120
C -3.8020 0.7872 -2.0117
C -3.9603 -0.6177 -1.8234
C -3.0261 -1.4761 -2.4301
S -3.5210 -3.1362 -2.6765
C -2.4470 -3.8130 -3.9617
C -2.8790 -3.9729 -5.2819
C -2.0040 -4.5098 -6.2301
C -0.7128 -4.8954 -5.8555
C -0.2913 -4.7334 -4.5308
C -1.1655 -4.1996 -3.5855
O -3.2838 -3.9292 -1.4844
O -4.8253 -3.1387 -3.3109
C -5.0650 -1.0401 -1.0061
C -5.8223 -0.1221 -0.3001
H -4.3894 2.7748 -1.4429
H -3.0793 1.1154 -2.7612
H -2.3849 -1.0949 -3.2251
H -3.8834 -3.6785 -5.5707
H -2.3279 -4.6280 -7.2650
H -0.0294 -5.3132 -6.5965
H 0.7131 -5.0193 -4.2211
H -0.8612 -4.0741 -2.5513
H -5.3596 -2.0883 -0.9621
H -6.6317 -0.4532 0.3548

Entry 2:
48
Properties=species:S:1:pos:R:3 method="wB97M-V/def2-TZVPD" lumo_ev=0.5 total_charge=0 max_force_ev_per_a=1.3 de_lowest_kcal_mol=0.00 homo_energy_ev=-8.5
C 1.4105 -0.2664 3.8418
C 1.5726 -0.3542 2.3525
C 2.6154 0.5060 1.7088
C 2.0167 1.8927 1.4229
O 2.4601 2.9055 1.9072
N 0.9541 1.8013 0.5837
C 0.1118 2.8134 0.1176
C -0.9939 2.4496 -0.6472
C -1.8549 3.4161 -1.1284
C -1.6523 4.7659 -0.8712
C -2.5848 5.8138 -1.3880
C -0.5389 5.1063 -0.1063
Cl -0.2285 6.7698 0.2483
C 0.3394 4.1586 0.3872
N 0.8585 -1.0494 1.5583
N -0.1468 -1.8319 1.9991
C -0.8639 -2.6560 1.1729
O -1.7619 -3.3245 1.6333
C -0.4135 -2.6737 -0.2712
C -1.5296 -3.1870 -1.1791
C -1.0501 -3.2821 -2.6233
C 0.1713 -4.1904 -2.7237
C 1.2908 -3.6726 -1.8265
C 0.8187 -3.5837 -0.3790
H 2.0082 0.5490 4.2370
H 1.7300 -1.1961 4.3148
H 0.3674 -0.0910 4.1087
H 2.9315 0.0674 0.7615
H 3.4772 0.6351 2.3616
H 0.6868 0.8597 0.3181
H -1.1794 1.4066 -0.8606
H -2.7087 3.1175 -1.7183
H -3.0091 6.3818 -0.5610
H -3.3925 5.3644 -1.9590
H -2.0483 6.5158 -2.0250
H 1.1893 4.4561 0.9780
H -0.3937 -1.8587 2.9877
H -0.1233 -1.6602 -0.5628
H -2.3925 -2.5213 -1.1105
H -1.8443 -4.1696 -0.8243
H -1.8542 -3.6684 -3.2522
H -0.7903 -2.2851 -2.9887
H 0.5162 -4.2396 -3.7586
H -0.1030 -5.2007 -2.4130
H 1.6021 -2.6826 -2.1683
H 2.1561 -4.3355 -1.8879
H 1.6187 -3.1912 0.2521
H 0.5550 -4.5804 -0.0184